Record 1
{"formula": "C7H15N", "method": "wB97M-V/def2-TZVPD", "species": ["C", "C", "C", "N", "C", "C", "C", "C", "H", "H", "H", "H", "H", "H", "H", "H", "H", "H", "H", "H", "H", "H", "H"], "positions_angstrom": [[0.82184, 1.42855, -1.67816], [2.19000, 0.91971, -1.52928], [-0.24630, 0.44510, -1.09865], [0.24924, -0.11177, 0.17410], [-0.13069, -1.55488, 0.33144], [-1.50263, -1.57411, 0.95953], [-1.43966, -0.31368, 1.83797], [-0.27287, 0.57524, 1.36916], [0.75546, 1.69493, -2.72808], [0.72554, 2.31645, -1.07212], [2.46725, 0.75401, -0.42827], [3.01239, 1.63345, -1.85360], [2.09712, -0.07918, -1.90430], [-0.30800, -0.32300, -1.92315], [-1.29435, 0.68963, -1.00304], [0.54387, -2.04093, 1.08650], [-0.10878, -2.17779, -0.49910], [-1.65996, -2.54640, 1.51094], [-2.29708, -1.42189, 0.14191], [-1.23338, -0.57133, 2.94860], [-2.44490, 0.18795, 2.06737], [-0.47821, 1.67999, 1.17311], [0.55409, 0.38994, 2.11712]], "forces_ev_per_angstrom": [[-1.61, 1.47, 1.19], [2.18, -0.02, 2.84], [1.23, -1.53, -1.60], [-0.41, -1.19, -1.44], [0.79, 1.10, 2.75], [-1.32, 0.29, -0.47], [-2.02, 0.29, 3.75], [0.94, -0.59, -0.10], [-1.00, 0.02, -0.15], [-0.05, 0.87, -0.11], [-0.59, 0.22, -1.41], [-1.13, -1.24, -0.48], [1.26, -0.69, -0.86], [0.25, -0.07, 1.13], [-0.27, 1.27, -0.09], [-0.13, 0.58, -0.56], [0.44, -0.48, -2.03], [-0.20, 1.19, -0.54], [0.95, -0.46, 1.21], [0.07, -0.11, -1.69], [1.20, -0.39, -1.21], [0.30, -1.57, 0.36], [-0.86, 1.04, -0.50]], "de_lowest_kcal_mol": 43.9, "smiles": "CCCN1CCCC1", "e_lumo_ha": 0.03820}

Record 2
{"formula": "C7H15N", "method": "wB97M-V/def2-TZVPD", "species": ["C", "C", "C", "C", "C", "C", "N", "C", "H", "H", "H", "H", "H", "H", "H", "H", "H", "H", "H", "H", "H", "H", "H"], "positions_angstrom": [[-0.14278, -0.49469, -0.09217], [-1.20544, 0.46714, -0.66228], [-0.64406, -1.07398, 1.23512], [0.04574, -1.65954, -1.07576], [-1.44782, 1.69866, 0.20214], [1.18387, 0.24155, 0.05442], [1.70918, 0.35743, 1.33635], [1.78792, 0.82012, -0.98278], [2.65368, 0.71389, 1.35291], [1.58342, -0.43931, 1.93944], [-0.88537, 0.79342, -1.65250], [-2.14302, -0.08087, -0.78439], [-1.64482, -1.47799, 1.09704], [-0.00519, -1.88895, 1.57273], [-0.68565, -0.31325, 2.00892], [0.81288, -2.34236, -0.71546], [0.34784, -1.29724, -2.05406], [-0.88426, -2.21377, -1.18552], [1.36561, 0.82701, -1.96871], [2.72710, 1.33429, -0.86543], [-0.50936, 2.21150, 0.39705], [-1.90115, 1.43098, 1.15274], [-2.11834, 2.38596, -0.30979]], "forces_ev_per_angstrom": [[-0.19, -0.24, -0.15], [0.11, 0.15, 0.17], [0.08, 0.17, -0.14], [-0.01, 0.15, 0.11], [-0.04, -0.15, -0.16], [0.07, 0.07, -0.15], [0.05, 0.01, 0.22], [0.06, 0.05, -0.04], [-0.05, -0.08, 0.07], [0.02, 0.03, 0.02], [-0.01, -0.07, -0.07], [0.00, -0.09, -0.06], [-0.08, -0.06, -0.01], [0.05, -0.09, 0.09], [-0.05, 0.02, 0.14], [0.08, -0.08, 0.01], [0.04, 0.02, -0.11], [-0.13, -0.07, -0.01], [-0.18, -0.06, -0.20], [0.20, 0.09, 0.07], [0.07, 0.11, 0.05], [-0.06, 0.03, 0.13], [-0.05, 0.09, 0.03]], "de_lowest_kcal_mol": 5.3, "smiles": "C=C(N)C(C)(C)CC", "e_lumo_ha": 0.03455}

Record 3
{"formula": "C7H15N", "method": "wB97M-V/def2-TZVPD", "species": ["C", "C", "C", "C", "C", "N", "C", "C", "H", "H", "H", "H", "H", "H", "H", "H", "H", "H", "H", "H", "H", "H", "H"], "positions_angstrom": [[-0.34654, -0.72374, 1.22675], [-0.74983, -1.94884, 0.37142], [0.04261, -2.03276, -0.89966], [-0.49485, -2.24629, -2.09280], [-1.19962, 0.51893, 0.85361], [-0.55431, 1.77792, 0.58269], [0.48612, 1.82272, -0.42696], [1.86499, 2.10026, 0.23329], [0.71884, -0.53615, 1.09538], [-0.43568, -0.97296, 2.27832], [-0.68293, -2.88054, 0.94046], [-1.79347, -1.83013, 0.06980], [1.08310, -1.71861, -0.89895], [-0.01341, -2.07390, -3.04710], [-1.55010, -2.49540, -2.17931], [-1.86504, 0.72320, 1.69835], [-1.82530, 0.23702, 0.00449], [-0.39406, 2.36461, 1.38568], [0.53955, 0.85593, -0.92497], [0.32394, 2.59491, -1.18303], [2.56058, 2.52864, -0.51175], [1.87713, 2.77940, 1.07642], [2.40829, 1.15577, 0.34787]], "forces_ev_per_angstrom": [[0.10, -0.31, -0.43], [0.14, -0.07, 0.13], [0.08, 0.59, -0.69], [-0.71, 0.16, -0.14], [-0.05, 0.08, 0.69], [-0.26, 0.01, -0.53], [0.91, 0.51, 1.17], [1.00, -0.57, -2.15], [0.08, 0.17, -0.17], [-0.26, 0.07, 0.25], [0.13, 0.08, 0.05], [-0.08, -0.21, 0.21], [0.11, -0.14, 0.36], [0.44, -0.31, 0.19], [0.01, 0.02, 0.07], [-0.19, -0.14, -0.21], [-0.06, 0.12, -0.11], [0.15, -0.21, -0.04], [-0.12, 0.01, -0.15], [-0.37, -0.05, 0.00], [-0.46, 0.42, 0.06], [-0.21, -0.25, 0.33], [-0.36, 0.01, 1.12]], "de_lowest_kcal_mol": 36.8, "smiles": "C=CCCCNCC", "e_lumo_ha": 0.04293}

Record 4
{"formula": "C7H15N", "method": "wB97M-V/def2-TZVPD", "species": ["C", "C", "C", "N", "C", "C", "C", "C", "H", "H", "H", "H", "H", "H", "H", "H", "H", "H", "H", "H", "H", "H", "H"], "positions_angstrom": [[-1.05772, -0.40590, -3.10741], [-0.44399, 0.29752, -1.89010], [0.26442, -0.55964, -0.85897], [-1.16693, -1.15209, 1.64550], [-0.13491, -0.21380, 1.59885], [0.48749, 0.13483, 0.46465], [1.69756, 1.02316, 0.51220], [0.09569, 0.48382, 2.91041], [-1.25610, -1.46069, -2.90629], [-2.00483, 0.06330, -3.35335], [-0.42008, -0.30760, -3.98338], [-1.20475, 0.87762, -1.36249], [0.22492, 1.10550, -2.21758], [1.25238, -0.92943, -1.18002], [-0.18228, -1.56396, -0.75579], [-1.32505, -1.66825, 2.49129], [-1.30722, -1.68884, 0.80820], [2.62924, 0.46727, 0.60891], [1.62554, 1.82064, 1.25091], [1.87678, 1.52913, -0.44256], [-0.09399, 1.55194, 2.76549], [1.08852, 0.39092, 3.34496], [-0.64470, 0.20454, 3.65657]], "forces_ev_per_angstrom": [[0.16, 0.17, 0.27], [-0.09, 0.78, -0.05], [0.75, -1.16, 0.35], [-0.35, 0.13, -0.34], [-0.23, -0.06, 0.03], [0.52, -0.63, 0.14], [-0.03, 0.72, -0.75], [-0.30, 0.68, 0.12], [0.07, 0.02, -0.07], [-0.16, 0.02, -0.12], [0.07, -0.25, -0.05], [-0.28, -0.31, 0.09], [0.11, -0.29, -0.09], [0.08, 0.62, -0.42], [-0.66, 0.49, 0.16], [0.17, 0.08, 0.12], [-0.01, -0.13, 0.05], [0.07, -0.25, 0.56], [0.18, -0.18, 0.17], [-0.40, 0.12, -0.08], [0.21, 0.00, 0.01], [0.10, -0.20, -0.14], [0.02, -0.35, 0.04]], "de_lowest_kcal_mol": 14.6, "smiles": "CCC/C(C)=C(/C)N", "e_lumo_ha": 0.03947}

Record 5
{"formula": "C7H15N2", "method": "wB97M-V/def2-TZVPD", "species": ["C", "C", "C", "C", "C", "C", "C", "N", "N", "H", "H", "H", "H", "H", "H", "H", "H", "H", "H", "H", "H", "H", "H", "H"], "positions_angstrom": [[-1.92248, 0.80238, -0.50765], [-0.65967, 1.27363, 0.31645], [-1.95523, -0.67088, -0.19346], [0.04825, 0.02231, 0.59255], [1.07829, -0.18741, -0.83387], [2.54961, 1.61080, -0.11746], [-0.66893, -2.34521, 0.96693], [2.21654, 0.45038, -0.89547], [-0.93346, -0.96868, 0.71591], [-2.84867, 1.19329, -0.07411], [-1.75659, 1.03538, -1.60477], [-0.17999, 1.95669, -0.32304], [-0.91551, 1.78790, 1.19706], [-2.97749, -1.11997, 0.16650], [-1.73782, -1.19595, -1.11552], [0.71338, -0.04775, 1.46171], [0.93140, -0.97295, -1.59160], [3.46952, 1.46018, 0.41837], [2.67640, 2.41311, -0.77456], [1.79310, 1.74739, 0.62114], [-1.48822, -2.88226, 1.56325], [-0.60929, -2.93230, -0.03146], [0.24620, -2.68516, 1.65959], [2.93065, 0.25508, -1.61651]], "forces_ev_per_angstrom": [[0.27, 0.53, 0.72], [-2.02, 0.31, -1.27], [-3.01, -2.02, -1.19], [1.79, -1.86, -1.11], [1.04, 0.04, 1.68], [0.24, -0.97, 1.43], [0.76, -3.63, 0.85], [-1.09, -1.12, -1.09], [1.26, 0.81, 1.51], [0.33, 0.68, -0.66], [-0.66, -0.30, 1.39], [1.11, 0.89, -0.49], [-0.47, 0.54, 1.24], [1.77, 1.09, -0.58], [-0.13, -0.61, -0.65], [0.32, 0.30, -0.47], [0.00, 0.31, 0.38], [0.57, -0.21, 0.08], [-0.03, 1.46, -0.86], [-0.44, 0.55, 0.26], [0.61, 1.17, -1.02], [0.16, 0.73, 1.43], [-1.54, 1.59, -1.78], [-0.81, -0.26, 0.20]], "de_lowest_kcal_mol": 59.1, "smiles": "C/[NH+]=C\\[C@H]1CCCN1C", "e_lumo_ha": -0.16127, "total_charge": 1}

Record 6
{"formula": "C7H15N2", "method": "wB97M-V/def2-TZVPD", "species": ["C", "C", "C", "C", "C", "C", "C", "N", "N", "H", "H", "H", "H", "H", "H", "H", "H", "H", "H", "H", "H", "H", "H", "H"], "positions_angstrom": [[-1.21694, -0.51456, 0.82132], [-1.94741, -1.61356, 0.42983], [2.06645, -0.89990, 0.23029], [-0.72897, 0.55438, -0.12399], [-1.07334, 0.32388, -1.56200], [-0.76225, -0.32931, 2.24808], [2.23397, 0.72351, -1.45585], [1.46147, -0.12491, -0.52592], [-0.52827, 1.78692, 0.25339], [-2.33146, -1.83265, -0.52164], [-2.29195, -2.34923, 1.17385], [3.26002, -0.97892, 0.20090], [1.38995, -1.60787, 0.87948], [-0.27592, 0.73282, -2.15053], [-2.04641, 0.67498, -1.93107], [-1.19135, -0.85059, -1.80644], [-1.15994, -1.13170, 2.84189], [-1.41899, 0.38887, 2.73385], [0.24960, -0.24595, 2.34525], [2.93520, 1.37486, -0.79267], [2.66980, 0.09617, -2.09385], [1.57818, 1.24307, -2.01452], [-0.28524, 2.01062, 1.22756], [-0.58621, 2.56909, -0.40723]], "forces_ev_per_angstrom": [[0.67, -1.20, -0.21], [1.03, 1.63, 2.02], [1.34, -2.26, 1.29], [-2.43, -1.50, -1.07], [-0.59, -3.01, -1.02], [-4.20, -0.71, -0.33], [0.74, 0.96, 5.87], [-0.71, 0.88, -0.43], [0.35, 0.66, 0.88], [-0.15, 0.11, -1.30], [0.41, 0.60, -0.11], [-2.58, -0.07, 0.37], [1.77, 1.26, -0.99], [0.04, 0.11, -0.64], [0.24, 0.58, 0.62], [0.88, 2.86, 0.66], [0.49, -1.13, 0.09], [0.70, 1.23, -0.09], [2.58, 0.66, 0.56], [-1.01, -0.98, -1.75], [2.56, -2.35, -2.46], [-2.07, 2.45, -1.63], [-0.40, -0.14, -0.69], [0.31, -0.64, 0.35]], "de_lowest_kcal_mol": 71.8, "e_lumo_ha": -0.15359, "total_charge": 1}

Record 7
{"formula": "C7H15N2", "method": "wB97M-V/def2-TZVPD", "species": ["C", "C", "C", "C", "C", "C", "C", "N", "N", "H", "H", "H", "H", "H", "H", "H", "H", "H", "H", "H", "H", "H", "H", "H"], "positions_angstrom": [[1.52025, -1.70635, -1.31945], [0.40992, -0.31991, -0.48338], [-1.68578, 2.06573, -1.42061], [-1.79224, 0.34437, 0.65259], [-0.36799, -1.36407, 1.70257], [2.98423, -0.21317, 0.13180], [-0.31315, -0.07875, 0.78685], [1.78796, -0.66045, -0.48015], [0.17465, -1.45177, -1.37114], [2.11425, -2.44866, -1.85967], [-2.63504, 2.53713, -1.59280], [-1.59511, 1.21629, -2.05604], [-0.77852, 2.61721, -1.23304], [-2.44498, -0.12469, 0.02212], [-2.03112, 1.59742, -0.36921], [-2.10687, 0.86648, 1.54010], [-1.04538, -1.05990, 2.60681], [0.51683, -1.76332, 1.96900], [-0.92809, -1.98751, 0.93195], [3.38571, 0.59684, -0.52331], [2.85656, 0.08910, 1.13601], [3.65980, -0.98862, 0.01360], [0.24360, 0.65998, 1.28242], [-0.53893, -1.57317, -2.05664]], "forces_ev_per_angstrom": [[-0.79, 1.01, -0.12], [0.22, -1.75, 0.41], [-1.36, -0.89, 2.53], [3.03, 0.81, 2.13], [-5.06, 1.79, -1.86], [0.21, 1.98, -1.79], [-1.82, -0.16, -0.38], [-1.68, -1.69, -1.58], [1.23, 1.07, 1.21], [-0.02, 0.40, 0.37], [0.09, 1.08, -0.77], [0.36, -0.50, -0.71], [-0.09, 0.48, -0.36], [-1.54, -1.51, -1.15], [1.27, 0.84, -1.63], [-0.56, -0.05, -0.02], [1.37, -0.95, -1.70], [3.05, -1.32, 0.97], [0.53, -0.25, 1.90], [-0.23, -0.18, 0.91], [-0.13, 0.28, 1.00], [1.48, -1.57, 0.32], [0.64, 1.41, 0.76], [-0.20, -0.34, -0.45]], "de_lowest_kcal_mol": 53.7, "spin_multiplicity": 3, "e_lumo_ha": [-0.13672, -0.20801], "total_charge": 1}

Record 8
{"formula": "C7H15N2O2", "method": "wB97M-V/def2-TZVPD", "species": ["C", "C", "C", "C", "C", "C", "C", "N", "N", "O", "O", "H", "H", "H", "H", "H", "H", "H", "H", "H", "H", "H", "H", "H", "H", "H"], "positions_angstrom": [[1.48198, -1.38738, -1.84035], [1.91537, -0.69399, -0.83309], [2.53128, -0.11223, 0.16584], [-2.51241, -1.30156, 1.00413], [-0.15182, 2.61716, -0.17501], [-1.18327, -1.00769, 0.32563], [-0.45950, 1.19399, -0.45763], [3.91377, -0.19663, 0.37406], [-0.81610, 0.38831, 0.49085], [1.88939, 0.72726, 1.06114], [-0.48351, 0.75240, -1.68205], [1.49122, -1.01061, -2.85348], [1.07079, -2.37923, -1.72059], [-3.31435, -0.72410, 0.55556], [-2.73902, -2.35473, 0.88910], [-2.47137, -1.08399, 2.06834], [-1.07275, 3.14856, 0.07062], [0.52090, 2.70548, 0.67411], [0.30110, 3.10488, -1.03532], [-1.23578, -1.22302, -0.74039], [-0.38800, -1.61094, 0.77014], [4.17810, -0.45818, 1.31718], [4.37904, -0.78570, -0.30113], [-0.78255, 0.72528, 1.44631], [2.58500, 1.13798, 1.59112], [-0.19685, 1.39974, -2.34525]], "forces_ev_per_angstrom": [[-0.05, -0.13, -0.16], [0.36, -0.02, 0.42], [0.17, -0.01, -0.07], [0.19, 0.12, -0.10], [0.10, 0.29, 0.11], [-0.30, -0.66, 0.02], [-0.41, 0.49, 0.19], [-0.02, 0.17, 0.16], [0.05, 0.20, -0.31], [0.36, -0.28, 0.04], [-0.32, -0.11, -0.19], [0.06, 0.10, -0.17], [-0.10, -0.21, 0.07], [-0.13, 0.06, -0.03], [-0.07, -0.16, 0.00], [-0.01, 0.03, 0.13], [-0.07, -0.06, -0.07], [0.01, -0.07, -0.03], [0.04, -0.03, -0.01], [0.09, 0.01, 0.14], [0.01, 0.05, -0.14], [-0.07, -0.12, -0.05], [0.01, 0.05, 0.00], [0.14, 0.15, -0.22], [-0.02, 0.12, -0.05], [-0.04, 0.03, 0.31]], "de_lowest_kcal_mol": 33.7, "e_lumo_ha": -0.10827, "total_charge": 1}

Number 1: E_tot -330.39789 Eh. Number 2: E_tot -330.45942 Eh. Number 3: E_tot -330.40929 Eh. Number 4: E_tot -330.44462 Eh. Number 5: E_tot -384.90266 Eh. Number 6: E_tot -384.88229 Eh. Number 7: E_tot -384.74805 Eh. Number 8: E_tot -535.42614 Eh.